[1]
The following is a quantum chemistry calculation of C47H58BCrGe2N6O as an isolated structure, from the OMol25 dataset.

Geometry as XYZ:
```
116
Properties=species:S:1:pos:R:3
Cr 0.506 0.042 -0.525
C -1.263 3.550 -4.188
C -0.341 3.185 -3.076
C 0.650 3.943 -2.492
C 1.254 3.107 -1.545
N 0.627 1.929 -1.520
N -0.340 1.969 -2.486
B -0.637 0.633 -3.225
N -1.639 -0.305 -2.516
N -1.193 -1.247 -1.629
C -2.136 -2.192 -1.597
C -3.211 -1.843 -2.422
C -2.857 -0.641 -2.991
C -3.604 0.187 -3.980
C -1.994 -3.454 -0.854
C -0.842 -4.219 -0.990
C -0.710 -5.417 -0.304
C -1.742 -5.869 0.508
C -2.913 -5.130 0.613
C -3.041 -3.931 -0.070
N 0.705 -0.146 -3.375
N 1.440 -0.554 -2.299
C 2.418 -1.335 -2.768
C 2.307 -1.443 -4.156
C 1.211 -0.678 -4.503
C 0.638 -0.436 -5.858
C 3.442 -1.993 -1.931
C 4.200 -1.299 -0.992
C 5.180 -1.950 -0.257
C 5.416 -3.304 -0.453
C 4.670 -4.002 -1.393
C 3.694 -3.349 -2.131
C 2.513 3.367 -0.827
C 2.848 4.640 -0.371
C 4.080 4.865 0.224
C 4.988 3.823 0.366
C 4.668 2.558 -0.108
C 3.440 2.338 -0.712
H -1.235 4.626 -4.346
H -2.289 3.260 -3.964
H -0.974 3.060 -5.118
H 0.938 4.947 -2.749
H -1.063 0.897 -4.305
H -4.102 -2.417 -2.612
H -4.617 -0.196 -4.084
H -3.126 0.165 -4.960
H -3.661 1.228 -3.661
H -0.062 -3.876 -1.661
H 0.189 -6.009 -0.415
H -1.643 -6.805 1.041
H -3.727 -5.489 1.229
H -3.952 -3.349 0.016
H 2.965 -1.978 -4.819
H 1.243 -0.949 -6.601
H 0.623 0.627 -6.098
H -0.384 -0.810 -5.928
H 4.032 -0.244 -0.838
H 5.768 -1.397 0.464
H 6.184 -3.810 0.116
H 4.852 -5.056 -1.556
H 3.112 -3.892 -2.865
H 2.141 5.453 -0.478
H 4.332 5.855 0.580
H 5.949 4.002 0.828
H 5.389 1.754 -0.032
H 3.190 1.380 -1.149
C 2.756 2.584 2.864
C 2.069 1.380 2.216
Ge 0.136 1.740 1.940
C -0.102 3.607 1.386
C -1.423 4.012 0.747
C -0.820 1.620 3.622
C -1.811 0.720 3.531
Ge -1.687 -0.114 1.752
C -1.221 -1.986 2.117
C -0.348 -2.137 3.360
C -3.276 0.143 0.629
C -3.409 1.507 -0.040
C -2.747 0.328 4.608
C -3.839 -0.492 4.331
C -4.719 -0.880 5.331
C -4.513 -0.458 6.634
C -3.419 0.347 6.931
C -2.545 0.731 5.930
H 3.807 2.372 3.068
H 2.282 2.852 3.810
H 2.719 3.454 2.209
H 2.149 0.510 2.878
H 2.571 1.155 1.269
H 0.738 3.911 0.775
H 0.016 4.127 2.344
H -1.567 3.525 -0.219
H -1.454 5.090 0.581
H -2.271 3.756 1.385
H -0.640 2.221 4.513
H -0.791 -2.475 1.247
H -2.186 -2.474 2.287
H 0.586 -1.572 3.282
H -0.093 -3.184 3.536
H -0.862 -1.771 4.249
H -4.126 -0.019 1.296
H -3.307 -0.654 -0.110
H -3.489 2.307 0.696
H -4.306 1.543 -0.662
H -2.553 1.725 -0.682
H -4.009 -0.834 3.318
H -5.563 -1.513 5.093
H -5.194 -0.758 7.418
H -3.247 0.670 7.949
H -1.688 1.343 6.179
C 1.795 -2.760 0.758
O 1.527 -1.343 0.737
H 2.866 -2.939 0.704
H 1.307 -3.184 -0.108
H 1.376 -3.198 1.663
H 2.019 -0.913 1.447
```

The energy above the lowest of the compared OMol25 structures with the same formula, charge and spin comes out at 0.00 kcal/mol. Its HOMO energy (spin up / spin down) is -0.389 / -0.389 hartree. As for the spin multiplicity: 5. The calculation puts the frontier orbital gap (spin up / spin down) at 8.378 / 8.389 eV. As for the net charge: +1. Its total energy is -202796.2639 eV. As for the LUMO energy (spin up / spin down): -2.1970 / -2.1848 eV. Its maximum force is 0.43 eV/A.

Atom charges from the Löwdin analysis, given in e for atoms 1 to 99: 0.699 0.000 -0.254 0.059 -0.236 0.022 0.037 -0.502 0.028 0.086 -0.264 0.038 -0.265 -0.003 -0.189 -0.053 -0.072 -0.073 -0.069 -0.042 0.046 0.021 -0.216 0.049 -0.243 -0.004 -0.174 -0.038 -0.074 -0.079 -0.067 -0.031 -0.180 -0.039 -0.067 -0.073 -0.066 -0.052 0.090 0.081 0.086 0.125 0.112 0.125 0.089 0.084 0.078 0.112 0.109 0.107 0.109 0.120 0.124 0.088 0.088 0.087 0.078 0.109 0.109 0.110 0.120 0.123 0.112 0.111 0.108 0.081 -0.144 -0.358 0.875 -0.337 -0.153 -0.213 -0.354 0.931 -0.335 -0.150 -0.329 -0.156 -0.241 -0.049 -0.072 -0.079 -0.071 -0.032 0.078 0.075 0.052 0.062 0.024 0.017 0.078 0.041 0.079 0.060 0.066 0.026 0.069 0.057 0.078


[2]
The following is a quantum chemistry calculation of one molecule with the formula C5H9NO at a distorted geometry, from the OMol25 dataset.

Geometry as XYZ:
```
16
Properties=species:S:1:pos:R:3
C 1.508 -0.736 0.414
C 0.455 0.314 0.177
C 0.895 1.524 -0.593
O -0.487 0.767 1.368
C -0.935 -0.004 0.344
C -1.827 -1.149 0.266
N -2.116 0.134 -0.418
H 2.271 -0.378 1.091
H 2.036 -1.035 -0.496
H 1.089 -1.635 0.846
H 1.271 1.245 -1.583
H 1.716 2.023 -0.065
H 0.069 2.228 -0.696
H -2.505 -1.371 1.081
H -1.531 -2.003 -0.329
H -1.909 0.075 -1.408
```

As for the SMILES: CC1(C)O[C@]12CN2. The energy above the lowest of the compared OMol25 structures with the same formula, charge and spin comes out at 71.54 kcal/mol. Its HOMO energy is -0.350 hartree. The calculation puts the frontier orbital gap at 10.397 eV. As for the net charge: 0. Its total energy is -8866.1106 eV. As for the LUMO energy: 0.8769 eV. Its maximum force is 1.58 eV/A.

In elementary charge units, the Löwdin charges are: -0.009 -0.343 -0.017 0.071 -0.583 -0.058 0.101 0.084 0.091 0.081 0.088 0.092 0.091 0.106 0.105 0.099


[3]
The following is a quantum chemistry calculation of a 3-piece molecular cluster, C7H5F2NO2S2 overall at a distorted geometry, from the OMol25 dataset.

Geometry as XYZ:
```
19
Properties=species:S:1:pos:R:3
C 1.077 0.937 0.158
C 2.103 1.790 0.058
C 2.552 -0.970 -0.222
C 1.265 -0.463 0.099
C 3.399 1.265 0.004
C 3.631 -0.108 -0.227
C -2.717 2.672 -0.176
N 0.393 -1.434 0.113
O -3.578 2.547 0.544
O -1.731 2.770 -0.790
F 4.494 2.190 0.040
F 4.859 -0.620 -0.450
S -3.966 -0.824 -0.846
S -1.162 -1.093 0.621
H 0.020 1.312 0.368
H 2.025 2.917 -0.069
H 2.527 -2.073 -0.368
H -5.378 -0.920 -0.625
H -1.398 -2.451 0.704
```

The energy above the lowest of the compared OMol25 structures with the same formula, charge and spin comes out at 40.41 kcal/mol. Its HOMO energy (spin up / spin down) is -0.344 / -0.293 hartree. The calculation puts the frontier orbital gap (spin up / spin down) at 7.828 / 5.268 eV. As for the net charge: 0. Its total energy is -40027.2927 eV. As for the LUMO energy (spin up / spin down): -1.5328 / -2.7133 eV. Its maximum force is 3.76 eV/A.

In elementary charge units, the Löwdin charges are: -0.059 -0.024 0.065 -0.453 -0.118 -0.197 -0.460 -0.334 0.219 0.175 0.010 0.082 0.286 0.713 0.098 0.158 0.144 -0.221 -0.083